The following is a DFT calculation (the ωB97M-V functional and the def2-TZVPD basis) of 18 unconnected molecules or ions with the total composition C76H181N7O18 in a non-equilibrium geometry.

- DFT total energy: -129018.56126 eV
- Largest force on an atom: 4.80 eV/A
- Charge: 0

```
282
Properties=species:S:1:pos:R:3:forces:R:3:lowdin_charge:R:1
C -2.9586 4.8430 -6.7132 0.088 1.843 0.781 -0.033
C -3.8617 5.2449 -5.4971 0.842 -0.966 -1.672 -0.523
C -5.1970 4.5387 -5.7004 -0.278 -0.467 -0.797 -0.128
C -5.1522 3.0438 -5.2982 0.439 1.514 0.094 -0.175
C -4.6504 2.8925 -3.8653 1.966 -0.884 -0.654 -0.092
C -3.2188 3.5564 -3.7103 -1.162 0.729 -1.215 -0.513
N -3.3565 4.9884 -4.1215 -0.090 -0.256 -0.091 -0.044
O -2.0416 5.6130 -3.9655 -0.771 -0.603 -0.535 -0.041
C -2.7703 3.5564 -2.2908 -1.612 0.127 1.191 -0.035
C -2.2017 2.8566 -4.5599 0.168 -1.062 -1.178 -0.035
C -3.9465 6.7214 -5.6347 0.268 1.253 -0.879 -0.063
H -1.9808 5.2906 -6.5421 0.207 -0.123 -0.097 0.085
H -3.3772 5.3150 -7.6111 0.023 -0.193 0.195 0.093
H -2.8398 3.8212 -6.8584 0.046 -1.591 -0.532 0.025
H -6.0122 5.0789 -5.2265 -0.082 -0.048 0.543 0.116
H -5.4665 4.5699 -6.7886 0.395 0.173 0.750 0.131
H -4.5008 2.5193 -6.0169 -0.384 -0.033 0.357 0.102
H -6.1588 2.7037 -5.3949 -0.666 -0.733 -0.095 0.096
H -4.4833 1.7856 -3.6953 -0.409 1.143 0.367 0.121
H -5.3128 3.3483 -3.1373 -0.223 -0.153 0.117 0.117
H -2.6195 2.5556 -1.8903 -0.471 -0.193 0.060 0.083
H -1.8313 4.0161 -2.2092 1.257 0.855 0.129 0.029
H -3.5203 4.1547 -1.6991 0.749 -0.759 -0.228 0.114
H -2.5247 2.6651 -5.6247 0.558 0.108 1.509 0.078
H -1.2156 3.3156 -4.5330 -0.090 0.442 -0.188 0.085
H -2.0488 1.9107 -4.0793 0.133 -0.983 0.079 0.066
H -2.9529 7.1559 -5.7278 0.196 -0.099 0.085 0.082
H -4.3203 7.0383 -4.7090 -1.025 1.162 1.198 0.068
H -4.4877 7.1539 -6.5004 -0.169 -0.714 0.551 0.107
H -2.2854 6.3484 -3.4081 0.136 0.387 0.275 0.082
C -1.0788 -1.5820 0.2622 -1.714 -0.852 0.703 -0.034
C -0.2300 -0.3848 -0.0711 0.609 0.784 -1.765 -0.480
C -0.5603 0.8458 0.7446 -1.654 -0.222 1.344 -0.098
C -0.1735 0.5864 2.2182 -0.943 2.086 -0.882 -0.182
C 1.2705 0.3328 2.2826 0.792 -0.015 -0.403 -0.152
C 1.7540 -0.8439 1.4177 -0.207 1.413 0.599 -0.512
N 1.2349 -0.6552 0.0653 -1.152 1.292 -0.170 -0.047
O 1.4674 -1.7690 -0.7282 -0.042 -1.313 0.178 -0.023
C 3.2776 -0.7231 1.3759 0.589 0.554 0.196 -0.009
C 1.3415 -2.0909 2.1378 0.304 0.419 2.251 -0.017
C -0.5347 -0.0090 -1.5372 -0.099 -0.008 1.042 -0.009
H -0.5529 -2.4858 0.0197 0.481 -0.466 0.017 0.061
H -2.0789 -1.7534 -0.2661 1.197 0.970 0.432 0.099
H -1.2842 -1.5945 1.3386 -0.179 -0.269 -0.209 0.074
H -0.0607 1.7653 0.4404 0.242 -0.214 -0.463 0.105
H -1.6795 1.0465 0.6156 1.333 -0.199 0.344 0.115
H -0.7571 -0.1699 2.6608 -0.833 -1.003 0.587 0.074
H -0.3225 1.5123 2.7879 -0.407 -0.149 0.080 0.109
H 1.5525 0.1978 3.3194 0.382 -0.280 0.206 0.106
H 1.7257 1.2594 1.9552 0.531 0.185 -0.182 0.103
H 3.7149 -1.5822 0.8659 0.084 -0.026 0.087 0.064
H 3.5534 0.2096 0.8008 -0.233 -0.934 0.663 0.091
H 3.6935 -0.6674 2.4361 -0.442 -0.053 -1.328 0.104
H 0.3026 -2.1286 2.5619 0.931 0.224 -0.538 0.077
H 1.5243 -2.9295 1.5289 0.251 -1.332 -0.546 0.054
H 2.0607 -2.0409 3.0094 -0.898 -0.865 -0.590 0.108
H -0.2481 -0.7419 -2.2430 0.182 -1.195 -0.568 0.052
H 0.0328 0.8536 -1.8106 0.059 0.958 -0.129 0.057
H -1.6214 0.1014 -1.5718 0.079 0.442 -0.409 0.075
H 2.2078 -1.5690 -1.2944 0.712 0.321 -0.305 0.075
C -0.0020 -5.5023 3.8808 -0.892 -1.595 0.624 -0.006
C -1.0208 -5.9784 2.7924 0.680 0.883 0.702 -0.510
C -1.6421 -4.7339 2.1765 -1.149 0.232 1.457 -0.144
C -2.3467 -4.7927 0.8567 -0.023 -1.653 -0.254 -0.170
C -1.4863 -5.5491 -0.1663 -1.325 -0.513 -0.044 -0.110
C -0.9840 -6.8664 0.4456 2.039 1.045 -0.188 -0.500
N -0.2093 -6.4971 1.6846 -0.814 -1.589 0.526 -0.061
O 0.4290 -7.7297 2.1834 0.398 0.986 -0.395 -0.055
C -2.1530 -7.7945 0.5422 -1.252 1.552 0.418 -0.025
C 0.1304 -7.4297 -0.4447 0.280 -0.384 -0.413 -0.025
C -2.0289 -6.9017 3.4749 -0.624 0.448 -1.335 -0.018
H -0.4612 -5.2582 4.8595 -0.121 -0.001 -0.668 0.078
H 0.4473 -4.6344 3.4961 1.162 1.084 -0.279 0.042
H 0.7182 -6.3126 4.1125 -0.238 0.575 -0.322 0.092
H -2.4156 -4.3465 2.8659 0.635 0.144 0.218 0.132
H -0.8566 -4.0057 2.0623 0.333 0.409 0.128 0.086
H -2.4026 -3.7686 0.6409 -0.600 1.386 -0.987 0.055
H -3.3893 -5.1983 0.9205 0.892 0.214 -0.046 0.128
H -0.6870 -4.9555 -0.5959 0.267 0.190 0.210 0.097
H -2.1551 -5.8583 -0.9883 0.406 0.279 -0.089 0.119
H -3.0331 -7.3305 1.0530 0.803 -0.398 -0.557 0.081
H -2.4454 -7.9461 -0.4759 -0.300 -0.676 -0.597 0.084
H -1.9160 -8.6711 1.0535 0.350 -1.686 0.630 0.074
H 0.5124 -8.3774 -0.1006 0.125 -0.260 0.808 0.073
H -0.2206 -7.7790 -1.4159 -0.157 0.925 -0.464 0.089
H 1.0051 -6.7380 -0.4689 -0.856 -0.372 -0.456 0.082
H -2.3799 -6.3994 4.3777 0.407 -0.474 0.310 0.085
H -1.5342 -7.8681 3.5750 -0.479 -0.055 0.549 0.089
H -2.9429 -6.9635 2.8545 0.488 -0.401 0.386 0.068
H 1.3750 -7.4954 2.0779 -0.726 -0.350 0.115 0.092
C -3.6075 -2.9217 -2.7468 -0.237 0.236 0.750 -0.023
C -4.8995 -3.4007 -3.3867 0.212 1.283 -0.033 -0.535
C -6.0919 -2.5085 -2.9692 0.052 -0.859 -0.595 -0.130
C -6.0735 -1.1389 -3.6651 -0.151 -0.816 0.549 -0.171
C -5.9899 -1.2890 -5.1617 -0.763 -2.708 0.114 -0.152
C -4.7114 -2.0483 -5.6235 -0.945 2.875 0.895 -0.523
N -4.8056 -3.2799 -4.8710 0.730 -2.458 -0.570 -0.042
O -3.7240 -4.1894 -5.2973 1.638 3.874 2.309 0.001
C -4.9038 -2.2660 -7.1204 0.891 0.111 0.353 -0.044
C -3.4592 -1.0935 -5.4293 -0.047 -0.758 -1.487 -0.025
C -5.2168 -4.8188 -2.9465 -0.624 -1.793 0.389 -0.051
H -2.8285 -3.5721 -3.1217 0.463 -0.140 0.308 0.064
H -3.7086 -2.9603 -1.6162 0.390 0.131 -1.317 0.104
H -3.3967 -1.9106 -3.1241 0.081 -0.289 0.677 0.060
H -6.9373 -3.1702 -3.2505 -0.178 0.999 0.042 0.118
H -6.1131 -2.4005 -1.8833 0.102 -0.007 -0.004 0.120
H -5.1668 -0.6117 -3.3168 -0.708 0.216 0.151 0.094
H -7.0113 -0.6384 -3.3903 0.495 0.365 0.052 0.119
H -6.0698 -0.3602 -5.6264 0.062 1.673 -0.976 0.086
H -6.8517 -1.9376 -5.5378 0.794 0.888 0.528 0.146
H -5.6405 -3.0286 -7.2048 -0.679 -0.678 -0.499 0.073
H -5.2338 -1.3484 -7.6431 0.199 -0.414 0.430 0.098
H -3.9578 -2.6026 -7.5382 -0.030 -0.117 -0.347 0.081
H -2.6034 -1.8087 -5.5231 -0.176 1.008 0.492 0.089
H -3.4078 -0.3855 -6.3233 -0.110 -0.896 1.094 0.095
H -3.4837 -0.4629 -4.5264 0.275 -0.539 -0.264 0.048
H -5.3303 -4.8879 -1.8149 0.120 0.344 -1.364 0.106
H -4.5068 -5.6417 -3.2237 -0.111 1.120 0.144 0.087
H -6.1805 -5.1700 -3.3938 0.527 0.442 0.375 0.089
H -4.1553 -4.8388 -5.7409 -2.136 -2.980 -2.065 0.038
C -4.1395 -0.7448 6.3908 0.111 1.823 -1.172 -0.049
C -2.6776 -1.0682 6.1785 1.272 -0.548 -0.033 -0.505
C -1.8653 0.2562 6.0162 -0.387 -0.732 -0.817 -0.123
C -0.3490 0.0830 6.2897 -0.138 1.942 -1.360 -0.193
C -0.1418 -0.5134 7.6536 -0.903 0.144 -0.039 -0.159
C -0.7542 -1.8906 7.7232 -0.207 -1.254 0.310 -0.536
N -2.1884 -1.8197 7.4137 -0.969 0.148 0.131 -0.045
O -2.7381 -3.1995 7.3969 0.148 1.145 0.685 -0.066
C 0.0169 -2.8761 6.7966 -0.214 0.187 0.188 -0.017
C -0.6232 -2.4232 9.1842 0.010 -0.137 -0.455 -0.032
C -2.5409 -1.9435 4.9248 -0.522 0.140 -1.303 -0.049
H -4.5610 -0.1526 5.5054 0.540 -1.164 0.861 0.105
H -4.2755 -0.0442 7.2177 -0.005 -0.520 0.343 0.083
H -4.6007 -1.6921 6.5099 -1.128 -0.567 0.270 0.066
H -2.1719 0.7209 4.9988 0.889 -0.856 1.456 0.143
H -2.2538 0.9281 6.7562 -0.204 0.570 0.541 0.095
H 0.0619 1.1443 6.2958 -0.101 -1.290 -0.306 0.128
H 0.1026 -0.4913 5.4567 0.062 0.320 0.517 0.099
H -0.5958 0.2054 8.3647 0.142 -0.603 0.029 0.136
H 0.8754 -0.6996 7.9414 0.804 0.477 -0.074 0.110
H -0.1039 -2.6382 5.7288 0.192 -0.005 0.476 0.053
H 1.0895 -2.7865 7.0631 -0.476 -0.549 -0.253 0.089
H -0.4228 -3.8874 6.9334 0.687 0.533 0.043 0.083
H 0.4235 -2.5401 9.4646 0.239 0.158 -0.214 0.068
H -1.0422 -1.6892 9.9100 -0.212 -0.861 -0.466 0.096
H -1.0073 -3.4715 9.2037 -0.179 0.981 0.448 0.086
H -2.7743 -2.9823 5.0997 -0.537 -0.286 0.441 0.061
H -1.5115 -2.0521 4.5452 -0.377 0.769 -0.200 0.056
H -3.2872 -1.5927 4.1278 1.353 -0.323 0.834 0.108
H -3.0275 -3.3269 8.3315 0.235 0.348 -1.080 0.109
C -1.0265 6.3576 2.8635 -0.111 -0.443 -0.575 -0.009
C -0.1212 5.8337 1.7034 -0.665 1.271 1.421 -0.512
C -0.8224 5.9785 0.4000 -1.071 -0.670 -3.312 -0.125
C -0.6556 7.3167 -0.3990 -0.894 -0.937 2.507 -0.156
C 0.7822 7.7602 -0.3442 -0.110 0.398 -2.093 -0.168
C 1.4288 7.8502 1.0119 -3.456 -0.398 1.224 -0.478
N 1.2092 6.4714 1.6134 0.568 1.118 -1.835 -0.081
O 1.9239 6.4037 2.7879 0.464 -0.377 0.797 -0.044
C 2.8904 8.0998 0.7897 0.503 1.417 3.085 -0.027
C 0.6205 8.9886 1.8413 1.297 -0.728 1.247 -0.005
C 0.1260 4.3932 2.0076 1.607 -0.785 -0.369 -0.042
H -0.4624 6.4752 3.7589 0.458 0.047 0.955 0.063
H -1.7671 5.5836 3.0686 -0.016 0.022 0.028 0.090
H -1.5713 7.2761 2.7170 -0.019 0.377 -0.447 0.069
H -0.4490 5.1392 -0.2672 -0.205 1.021 0.610 0.101
H -1.9371 5.7944 0.3809 1.051 -0.051 0.863 0.140
H -1.3212 8.0627 0.0627 0.307 0.018 0.126 0.101
H -1.1671 7.1506 -1.3335 0.665 0.001 -0.876 0.091
H 0.7977 8.7637 -0.8125 0.539 -0.408 0.008 0.134
H 1.3944 7.0406 -0.9199 -0.324 0.574 0.031 0.097
H 2.9699 8.9473 0.1091 0.400 0.012 0.163 0.092
H 3.4508 8.2661 1.8003 -1.007 0.170 -1.805 0.125
H 3.3469 7.2358 0.4099 0.528 -1.235 -0.957 0.050
H -0.5140 8.9190 1.7906 1.731 0.112 -0.095 0.077
H 0.9552 8.9430 2.9374 -0.683 -0.190 -1.251 0.090
H 1.0039 9.9819 1.5692 -0.440 -0.190 -0.376 0.073
H 0.6081 4.2728 2.9587 0.374 0.041 0.613 0.084
H 0.8310 3.9607 1.2732 -0.431 0.129 0.159 0.085
H -0.7460 3.7944 2.0683 -1.146 -0.419 -0.296 0.072
H 1.3708 6.7828 3.4713 -0.182 0.372 0.618 0.086
C 0.8820 3.7455 -2.1397 -1.329 0.611 1.742 -0.049
C 2.2568 3.9610 -2.6148 1.302 -1.093 -1.988 -0.520
C 2.9509 5.0561 -1.8620 0.455 1.609 0.544 -0.144
C 4.4546 5.2635 -2.1552 -0.677 -0.459 0.064 -0.147
C 5.0650 3.9006 -1.9082 0.098 0.287 -0.125 -0.145
C 4.4049 2.6697 -2.5608 1.513 -0.548 1.179 -0.518
N 2.9981 2.7156 -2.2917 -0.181 -0.265 0.167 -0.069
O 2.4689 1.5079 -2.8307 -0.812 0.862 -0.156 -0.035
C 4.8274 2.4309 -4.0140 1.183 0.123 1.150 -0.002
C 4.9743 1.5200 -1.6869 -0.687 0.054 1.170 -0.029
C 2.1730 4.3184 -4.1302 -0.448 -0.212 -0.141 -0.002
H 0.3744 2.9621 -2.6757 -0.087 -0.454 -0.110 0.067
H 0.2821 4.6531 -2.2712 0.100 0.004 -0.073 0.077
H 0.8917 3.5288 -1.0412 -0.062 -0.114 -0.858 0.095
H 2.4309 6.0059 -2.0463 -0.080 -0.315 -0.001 0.107
H 2.8393 4.8123 -0.8057 -0.029 0.167 0.252 0.106
H 4.9474 6.0084 -1.4780 -0.669 -0.499 -0.516 0.123
H 4.5895 5.6046 -3.1819 0.100 0.061 -0.072 0.102
H 4.9459 3.7284 -0.8368 0.297 0.065 0.063 0.101
H 6.1185 3.9167 -2.1540 0.397 -0.220 0.040 0.121
H 4.3420 1.6212 -4.5085 -0.218 -1.038 -0.031 0.057
H 4.5504 3.2719 -4.5790 0.254 1.323 -0.977 0.047
H 5.9322 2.2540 -3.9816 -0.916 0.259 -0.468 0.111
H 4.7704 1.8019 -0.5939 0.052 -0.837 -1.493 0.094
H 4.5513 0.5399 -1.9523 -0.042 0.388 0.291 0.066
H 6.0481 1.4402 -1.7727 0.455 0.117 -0.202 0.076
H 3.0864 4.7175 -4.5653 0.180 -0.093 0.160 0.061
H 1.4341 5.1395 -4.2001 0.098 -0.551 -0.270 0.093
H 1.8616 3.4371 -4.7538 0.026 0.810 0.536 0.093
H 2.5541 1.6032 -3.7939 -0.215 -0.310 -0.096 0.044
C 6.6808 -3.8524 -4.0701 -1.248 -1.027 0.341 -0.069
C 6.1160 -5.0048 -3.2254 -1.595 -0.103 -0.973 -0.294
O 5.2373 -4.5247 -2.2119 0.039 -0.238 0.049 -0.111
H 6.9547 -3.1166 -3.3418 0.297 0.882 0.019 0.067
H 5.8807 -3.4996 -4.7725 0.905 -0.073 0.585 0.086
H 7.5470 -4.2206 -4.5904 0.346 0.128 -0.498 0.065
H 6.8346 -5.5432 -2.6529 0.960 -0.510 -0.076 0.098
H 5.5499 -5.7053 -3.9138 0.672 0.408 0.768 0.124
H 4.6959 -3.8239 -2.5989 -0.355 0.510 0.211 0.037
C -5.2585 1.4542 1.7955 -0.617 2.488 0.582 -0.091
C -4.4155 1.7443 0.5813 -0.998 -0.856 -0.929 -0.306
O -4.2076 0.5249 -0.1636 -1.650 0.828 -0.029 -0.079
H -4.6985 0.8658 2.4626 0.628 -0.821 1.136 0.040
H -6.2505 1.0201 1.6805 0.208 -0.210 -0.669 0.077
H -5.4628 2.4664 2.2761 0.324 -1.136 -0.228 0.098
H -3.4820 2.2736 0.8750 -0.534 -0.351 -0.443 0.112
H -5.0328 2.2991 -0.1299 0.436 0.715 0.209 0.103
H -3.3350 0.2298 -0.1009 2.171 -0.711 0.317 -0.012
C 2.7523 -5.3883 0.9055 1.030 0.724 0.729 -0.155
O 2.9068 -4.8463 -0.3792 -0.464 0.904 -0.361 -0.118
H 3.4034 -4.9292 1.6825 -0.041 -0.176 -0.618 0.093
H 1.7503 -5.2937 1.2722 -0.710 0.209 -0.251 0.047
H 2.9697 -6.4123 0.7873 0.317 -1.645 0.569 0.069
H 3.7116 -5.1599 -0.8072 0.074 0.039 -0.041 0.064
C 4.2709 -2.8483 8.6885 -0.311 0.260 0.684 -0.155
O 4.0185 -2.5059 7.3492 0.401 0.121 -0.726 -0.180
H 3.3221 -3.2658 9.0756 0.399 0.340 0.048 0.071
H 5.0106 -3.6725 8.7875 -0.101 0.771 0.011 0.088
H 4.5281 -1.9068 9.2688 0.010 -1.312 -0.306 0.097
H 4.8559 -2.4496 6.8154 -0.348 -0.557 0.408 0.044
C 3.6102 -1.5128 -3.7540 0.802 1.333 0.452 -0.153
O 3.5746 -2.3597 -2.6603 -0.118 -1.543 1.670 -0.179
H 2.7537 -0.8350 -3.6967 0.255 0.167 -0.501 0.066
H 4.5881 -0.9378 -3.6906 -1.252 -0.391 -0.045 0.103
H 3.6590 -2.0574 -4.6661 -0.291 -0.422 -1.105 0.068
H 2.7756 -2.9790 -2.5819 0.520 0.850 -0.710 0.061
C 6.2106 -2.4389 0.5915 2.639 0.054 0.011 -0.183
O 5.5857 -3.6150 1.0053 -0.213 0.778 1.760 -0.116
H 6.2756 -1.7674 1.4787 -0.088 -0.360 -0.804 0.083
H 7.2856 -2.6578 0.2141 -1.318 0.344 0.799 0.103
H 5.7577 -1.9533 -0.2547 -0.722 0.328 -0.208 0.057
H 5.4893 -4.1856 0.2797 -0.217 -1.083 -1.737 0.023
C 0.1348 -3.5963 -2.9174 0.123 -1.377 0.790 -0.085
O 1.4864 -3.9846 -2.5068 -1.615 0.280 -1.475 -0.133
H -0.5384 -4.4815 -3.1099 1.059 0.556 -0.361 0.091
H -0.3941 -3.1159 -2.0906 0.366 0.595 -0.226 0.049
H 0.2797 -2.9717 -3.7817 -0.424 0.255 -0.281 0.075
H 1.4275 -4.1998 -1.5894 0.497 -0.457 1.310 0.027
C 3.5860 3.7580 2.0204 0.084 -1.762 0.821 -0.150
O 3.2671 4.0363 3.4048 0.032 0.706 -1.117 -0.143
H 4.6501 3.7098 1.8566 0.694 0.422 0.096 0.066
H 3.2745 2.7346 1.6597 -0.331 0.980 0.705 0.075
H 3.1511 4.5089 1.4169 -0.464 0.692 -0.923 0.031
H 3.0232 4.9975 3.3502 0.075 -1.259 0.392 0.052
C 0.5851 0.1620 -5.6640 -0.948 -1.997 0.396 -0.169
O 1.8867 0.6245 -5.7161 1.485 1.022 0.349 -0.128
H 0.0886 0.4598 -4.6964 0.551 -0.331 -1.086 0.093
H 0.0145 0.4254 -6.5256 -0.720 1.034 -0.461 0.065
H 0.5930 -0.9506 -5.8127 -0.089 0.496 0.871 0.086
H 2.1866 0.7977 -6.6130 -0.245 -0.100 0.041 0.098
C 3.4599 0.7121 5.5564 0.035 0.719 0.171 -0.123
O 4.3376 -0.3892 5.7421 -0.223 0.981 -0.842 -0.121
H 3.4096 1.0149 4.5239 0.030 -0.407 -0.656 0.056
H 2.4347 0.5892 5.9112 0.041 -0.584 0.030 0.064
H 3.8091 1.6274 6.0244 0.394 0.071 0.522 0.077
H 4.0659 -0.8938 6.5060 -0.420 -0.330 0.570 0.027
C 5.3785 -3.1560 4.4141 1.974 1.421 -1.841 -0.107
O 6.0497 -2.5092 5.5208 -0.386 0.218 -0.474 -0.149
H 5.2454 -4.1876 4.5796 -0.078 -1.146 0.731 0.067
H 4.4347 -2.7094 4.1502 -0.461 0.346 0.242 0.062
H 6.0357 -3.0833 3.4782 -0.836 -0.091 1.222 0.088
H 6.0710 -1.5479 5.3162 -0.192 -0.784 0.158 0.087
```
Positions in Å, forces in eV/Å.